Density functional theory data (ωB97M-V with the def2-TZVPD basis set) for a single C6H5N3O molecule in a non-equilibrium geometry.

```
15
Properties=species:S:1:pos:R:3:forces:R:3:mulliken_charge:R:1
H -0.3425 0.9373 2.0204 0.09 -0.09 0.03 0.18
N -1.2206 0.4424 1.8813 0.70 1.97 -1.15 -0.76
C -1.4673 0.1874 0.6308 1.90 -2.89 3.54 0.54
O -2.5438 -0.5884 0.5716 -1.63 -1.36 2.56 -0.56
C -0.4430 -0.1632 -0.3659 0.27 0.61 -0.69 0.29
C -0.5229 -1.1687 -1.3184 -0.67 0.48 -0.01 -0.62
N 0.6084 -1.0971 -2.0367 0.13 -0.38 -0.06 0.27
N 1.4815 -0.2082 -1.5679 0.36 0.00 0.35 -0.85
C 0.8871 0.3354 -0.5072 -0.17 -0.14 -0.33 0.42
C 1.6216 1.1703 0.3940 0.32 1.11 0.44 -0.67
C 2.2062 1.9069 1.1572 -0.46 -0.40 -0.62 0.23
H -2.5693 -0.7675 1.6853 -0.67 0.83 -4.11 0.44
H -1.2688 -1.9371 -1.4941 0.02 0.47 -0.06 0.45
H 0.8607 -1.6709 -2.8325 -0.01 0.22 0.32 0.21
H 2.7127 2.6216 1.7821 -0.18 -0.42 -0.20 0.42
```
Positions in Å, forces in eV/Å.

Summary:
Orbital gap (Eh): 0.3548
E (eV): -12817.1312
Total charge: 0
ΔE to the lowest compared entry with this formula, charge and spin (kJ/mol): 329.6

***

Density functional theory data (ωB97M-V with the def2-TZVPD basis set) for a molecular structure, C36H90F4K2N2O32P6S4 in a non-equilibrium geometry.

```
176
Properties=species:S:1:pos:R:3:forces:R:3:mulliken_charge:R:1
K -0.6821 -2.0839 -0.0875 0.05 0.71 0.91 0.83
K -0.8089 -4.1853 -3.0047 -0.11 -0.10 -0.23 0.82
N -2.2241 -1.7662 -2.3795 -5.56 -2.31 1.72 0.08
S -3.9093 -1.5160 -2.3616 -4.19 -3.44 4.02 0.71
O -4.6048 -1.6546 -3.5971 0.91 0.65 0.00 -0.55
O -4.3583 -0.6068 -1.3348 1.02 -0.41 -1.52 -0.46
F -4.2595 -2.9309 -1.6574 0.65 0.22 -0.34 -0.16
S -2.0498 -0.5111 -3.1717 6.91 7.83 -5.73 0.77
O -2.1497 0.8307 -2.5605 -1.12 -2.85 -0.74 -0.48
O -2.1443 -0.5690 -4.6423 -0.78 -0.26 2.88 -0.65
F -0.4760 -0.7327 -2.9819 2.27 0.20 -0.30 -0.26
N 0.1062 -4.7432 -0.4417 4.39 2.09 -1.08 0.02
S 1.7771 -5.0419 -0.2613 4.12 1.17 -0.38 0.98
O 2.3957 -5.6803 -1.4416 -1.86 1.20 2.74 -0.58
O 2.3217 -5.2356 1.1060 -2.15 0.03 -3.57 -0.54
F 2.1287 -3.4784 -0.5170 -0.35 -0.34 0.00 -0.24
S -0.4093 -6.0183 0.1392 -4.85 -8.11 3.79 0.79
O -1.0018 -5.9168 1.4580 1.16 0.47 -1.36 -0.61
O 0.2932 -7.2920 -0.1552 -0.74 3.38 0.22 -0.62
F -1.7480 -6.1471 -0.7647 0.22 0.35 -0.53 -0.24
C 0.6304 5.5569 0.2712 -0.26 0.12 -0.29 -0.23
C 1.8289 6.2867 -0.3831 -2.45 0.69 -0.80 -0.81
O 3.0413 5.7383 -0.0845 3.03 -3.44 0.17 -0.36
P 3.6249 4.4403 -0.9305 1.53 0.59 -0.68 0.68
O 4.8628 3.7877 -0.3890 -2.26 1.07 -0.09 -0.77
O 2.3717 3.4754 -1.2257 0.82 3.37 1.70 0.26
C 2.4330 2.5000 -2.2037 0.16 -1.63 -0.55 -0.53
C 1.6221 1.3550 -1.6589 0.17 -1.16 -0.24 -0.56
O 3.9512 5.0861 -2.3942 -1.09 -0.57 1.16 -0.21
C 5.1673 5.8317 -2.5328 0.67 -0.56 -0.72 -0.37
C 6.2221 4.9983 -3.2732 0.29 0.56 0.09 -1.11
H 0.1915 4.7342 -0.2934 0.47 -0.02 -0.45 0.13
H 0.8760 5.1070 1.2332 0.25 0.38 0.17 -0.09
H -0.2105 6.2379 0.4019 0.11 0.23 0.21 0.46
H 1.7605 6.3463 -1.4693 -0.55 -0.15 -0.23 0.30
H 1.8691 7.3343 -0.0846 -0.03 -0.06 0.43 0.45
H 2.0871 2.8651 -3.1707 -0.20 0.17 0.10 0.34
H 3.4686 2.1810 -2.3218 0.14 -0.11 -0.19 0.46
H 1.5551 0.5809 -2.4234 -0.34 0.02 -0.12 0.29
H 2.1243 0.8608 -0.8273 0.23 0.24 0.16 -0.16
H 0.6286 1.6046 -1.2863 -0.05 0.30 -0.39 0.19
H 4.9274 6.6914 -3.1585 -0.08 0.16 0.33 0.36
H 5.5660 6.1427 -1.5672 -0.25 0.05 0.04 0.35
H 6.2292 3.9479 -2.9824 -0.16 0.11 0.03 0.28
H 6.1488 5.1158 -4.3544 -0.34 -0.30 -0.02 0.32
H 7.1987 5.4184 -3.0328 0.14 -0.07 0.14 0.39
C -3.8893 -6.7599 -3.2631 -1.01 -1.18 0.00 -0.77
C -4.4674 -7.6955 -2.1998 1.79 -1.19 0.27 -0.49
O -4.8237 -6.9453 -1.0737 -1.83 0.94 2.47 0.01
P -5.2217 -7.4949 0.4027 -0.81 -1.47 1.36 0.61
O -4.7687 -8.8880 0.7743 -0.68 2.97 -0.96 -0.78
O -4.6777 -6.3053 1.3582 1.80 -6.37 -1.77 -0.17
C -5.1711 -5.0752 1.3335 -0.59 3.45 0.96 -0.45
C -3.9726 -4.1170 1.2536 -0.04 -0.07 -0.97 0.74
O -6.8785 -7.2944 0.5737 2.09 0.15 -2.26 -0.32
C -7.6870 -7.7988 1.6326 0.55 0.16 0.72 -0.09
C -9.1100 -8.0884 1.2243 -0.28 0.13 -0.54 -1.31
H -4.6811 -6.1312 -3.6705 0.37 0.52 0.20 0.35
H -3.0204 -6.2777 -2.8153 -0.30 0.39 -0.16 -0.14
H -3.5592 -7.3961 -4.0843 0.18 0.01 -0.06 0.43
H -5.2183 -8.4342 -2.4800 -0.38 0.54 -0.41 0.45
H -3.6366 -8.2964 -1.8302 0.19 -0.41 -0.33 0.32
H -5.8708 -4.9386 0.5090 -0.14 0.41 0.11 0.47
H -5.6599 -5.0895 2.3076 -0.69 1.45 -0.01 0.27
H -3.4567 -4.3762 0.3291 -0.01 -0.17 -0.29 -0.40
H -4.2262 -3.0670 1.1074 -0.12 -0.02 0.55 -0.51
H -3.2003 -4.3005 2.0006 -0.45 0.16 0.44 0.18
H -7.2393 -8.7314 1.9758 0.07 0.10 0.34 0.32
H -7.6281 -7.0135 2.3862 -0.18 -0.28 0.46 0.23
H -9.0751 -8.9274 0.5293 -0.39 -0.01 -0.01 0.31
H -9.7554 -8.3151 2.0729 0.45 -0.47 0.29 0.38
H -9.6684 -7.2652 0.7787 0.53 0.25 -0.39 0.33
C -2.9518 2.5156 0.7786 0.53 -1.46 1.17 0.37
C -2.9715 3.7788 0.0644 1.84 0.34 -1.00 -0.42
O -4.0527 4.6126 0.3436 -1.60 1.59 0.22 -0.33
P -4.2924 5.2732 1.7646 -0.32 -1.00 1.53 0.45
O -4.5894 4.2866 2.8470 0.17 1.66 -1.25 -0.72
O -5.4490 6.3561 1.5000 0.72 -1.16 0.47 -0.31
C -5.3267 7.3532 0.5137 0.30 2.21 -0.59 -0.23
C -6.2121 7.1084 -0.6797 -0.28 -0.60 0.08 -1.09
O -2.9658 6.1537 2.0731 -0.60 -0.44 -1.09 0.11
C -2.7986 6.8204 3.3193 0.17 0.26 0.91 -0.37
C -1.4012 7.4498 3.3592 -0.55 -0.77 0.38 -1.00
H -2.2338 1.8531 0.2952 0.20 -0.01 -0.10 0.19
H -2.5868 2.6788 1.7927 -0.55 -0.35 0.05 -0.63
H -3.8926 1.9671 0.7329 -0.02 0.34 0.26 -0.15
H -2.1022 4.3806 0.3295 0.48 -0.22 -0.30 0.34
H -2.9028 3.4913 -0.9848 -0.58 0.93 -0.35 0.47
H -5.6148 8.3146 0.9390 -0.51 -0.13 0.60 0.44
H -4.3104 7.6463 0.2501 0.49 -1.08 -0.15 0.18
H -6.1760 6.0413 -0.8987 -0.15 0.02 -0.25 0.28
H -7.2287 7.3941 -0.4093 -0.10 -0.23 -0.16 0.30
H -5.9373 7.6641 -1.5762 0.22 0.06 0.18 0.32
H -3.5687 7.5665 3.5152 -0.17 0.25 -0.61 0.38
H -2.9675 6.1066 4.1256 0.37 -0.26 0.05 0.31
H -1.2423 8.0749 2.4805 0.16 -0.08 0.10 0.27
H -1.2596 8.0214 4.2763 -0.26 0.26 -0.09 0.43
H -0.6769 6.6398 3.4457 0.22 0.06 -0.49 0.12
C -0.8446 3.3516 4.0387 0.00 1.06 -0.29 -0.48
C -1.1821 1.9686 4.4284 0.87 -0.39 2.59 -0.35
O -1.1566 1.0842 3.3601 -1.64 -2.30 -2.38 0.76
P -2.3341 -0.0098 3.1325 -0.64 1.76 1.28 -0.99
O -2.2556 -0.8569 1.9362 0.93 -0.26 0.24 1.14
O -2.4169 -0.8083 4.5924 0.23 1.11 -1.83 -0.32
C -1.3577 -1.7507 4.8556 0.97 -0.71 -0.55 0.30
C -1.9230 -3.0607 5.3378 -0.47 -0.23 0.09 -1.26
O -3.6514 0.9549 3.0584 3.74 -0.63 0.47 -0.13
C -4.8450 0.2770 3.1784 -2.37 -0.66 0.24 -0.50
C -5.4559 -0.2534 1.8675 0.01 -0.64 0.25 -0.25
H -1.6216 3.8496 3.4588 0.03 -0.20 -0.37 -0.17
H -0.7352 3.9895 4.9158 0.13 -0.19 0.26 0.64
H 0.1177 3.3244 3.5275 -0.12 0.25 -0.25 -0.31
H -0.3698 1.5875 5.0474 0.29 0.27 0.40 -0.07
H -2.0318 1.8764 5.1049 -0.58 0.06 -0.57 0.51
H -0.7599 -1.9540 3.9672 -0.32 0.08 -0.52 0.06
H -0.5609 -1.3717 5.4957 -0.63 0.60 0.64 0.10
H -2.2864 -3.6428 4.4909 -0.15 0.03 0.02 0.09
H -1.1950 -3.6855 5.8551 0.20 0.20 -0.05 0.40
H -2.7544 -2.8957 6.0230 -0.01 0.04 0.04 0.32
H -4.6660 -0.5048 3.9166 -0.68 -0.36 -0.04 0.38
H -5.5210 1.0045 3.6276 -0.15 -0.07 -0.01 0.38
H -5.1956 0.3244 0.9806 -0.04 0.09 0.23 0.11
H -5.1922 -1.2925 1.6704 0.51 0.11 -0.02 -0.39
H -6.5401 -0.3297 1.9498 -0.10 0.49 0.12 0.46
C 8.6664 -3.8397 -6.4167 0.34 -0.02 -1.20 -1.28
C 7.8395 -2.7799 -5.7526 1.54 0.04 1.21 0.09
O 6.8054 -2.3675 -6.6081 -1.90 1.32 0.39 -0.34
P 5.7686 -1.1539 -6.1980 2.53 -1.65 1.66 0.83
O 4.8567 -0.8733 -7.2723 -0.98 0.52 -0.85 -0.72
O 5.1553 -1.6912 -4.7958 -0.36 1.15 -0.81 -0.15
C 3.8566 -1.1756 -4.3526 -1.23 -1.75 0.68 -0.17
C 3.1515 -2.3469 -3.6052 0.86 -0.89 0.18 -1.13
O 6.7500 0.0626 -5.7278 -0.82 -1.63 0.07 -0.21
C 7.0252 1.0622 -6.6630 0.91 3.07 -1.36 -0.30
C 8.2622 1.9425 -6.2358 -0.76 -1.04 0.56 -1.01
H 9.4832 -4.2557 -5.8270 -0.38 0.04 0.50 0.38
H 8.0252 -4.6350 -6.7970 0.11 -0.11 0.08 0.31
H 9.1872 -3.3886 -7.2613 -0.16 -0.07 -0.33 0.30
H 7.5479 -3.1655 -4.7757 -0.88 0.12 -0.03 0.23
H 8.4847 -1.9289 -5.5342 0.02 0.22 0.02 0.21
H 3.9257 -0.3303 -3.6678 0.56 0.08 -0.24 0.14
H 3.1752 -0.9494 -5.1726 0.61 0.41 -0.37 0.37
H 3.8326 -2.8661 -2.9309 0.32 0.41 0.28 0.40
H 2.2698 -2.1490 -2.9957 0.01 0.80 -0.18 0.17
H 2.8816 -3.1866 -4.2456 -0.09 0.30 -0.66 0.40
H 7.1173 0.7931 -7.7153 0.39 -1.12 0.16 0.38
H 6.1781 1.7421 -6.7549 -0.28 0.07 0.48 0.29
H 7.9510 2.5253 -5.3688 0.19 0.03 0.09 0.14
H 9.0983 1.3096 -5.9384 -0.05 -0.13 0.08 0.30
H 8.6692 2.6331 -6.9743 -0.54 -0.16 -0.34 0.38
C 5.6215 -1.3075 1.1600 -0.63 0.42 0.23 -1.47
C 4.2048 -1.4686 1.7315 0.50 -0.65 -2.39 0.30
O 3.7202 -0.2721 2.3002 -1.96 0.68 1.42 -0.17
P 2.0819 -0.1548 2.5564 1.40 2.12 0.80 -1.41
O 1.2649 -0.5508 1.3938 0.18 -0.91 0.63 1.08
O 1.8184 -0.8866 3.9896 -0.29 0.62 -1.18 0.07
C 2.1140 -0.2569 5.2786 1.78 1.65 -0.71 0.04
C 3.0137 -1.1092 6.1347 -0.80 -1.39 -0.20 -1.58
O 1.9157 1.4459 2.8616 0.48 -3.05 0.59 0.42
C 2.3264 2.4253 1.8997 0.30 -0.05 0.32 0.01
C 3.0179 3.4901 2.6785 0.70 1.63 -0.09 -1.68
H 5.7294 -0.3958 0.5725 0.05 0.46 0.61 0.33
H 6.2719 -1.3861 2.0312 0.63 0.27 -0.55 0.35
H 5.8395 -2.0439 0.3865 -0.08 -0.62 0.53 0.39
H 3.5378 -1.6403 0.8866 -0.09 -0.70 0.05 -0.11
H 4.2679 -2.3389 2.3846 -0.68 0.22 0.42 0.28
H 2.7222 0.6207 5.0592 -0.43 0.43 -0.14 0.25
H 1.2004 0.0861 5.7641 -0.08 -0.41 -0.15 0.30
H 3.9464 -1.3940 5.6478 -0.17 0.11 -0.32 0.30
H 3.3045 -0.6894 7.0976 -0.48 0.30 -0.08 0.38
H 2.4119 -2.0065 6.2788 0.48 -0.46 0.53 0.35
H 3.1318 2.0854 1.2485 -0.52 -0.62 -0.45 0.60
H 1.4077 2.6778 1.3703 0.30 0.40 -0.23 0.09
H 3.2675 4.3339 2.0353 -0.38 0.18 -0.24 0.31
H 2.5036 3.9076 3.5441 -0.21 -0.31 0.02 0.35
H 4.0315 3.1929 2.9478 -0.19 -0.52 0.41 0.43
```
Positions in Å, forces in eV/Å.

Summary:
Orbital gap (Eh): 0.3458
E (eV): -249898.7252
Total charge: 0
ΔE to the lowest compared entry with this formula, charge and spin (kJ/mol): 519.0